Entry 1:
C47H57AsCsF6N8O3SSi2Te as an isolated structure in a non-equilibrium geometry. Source: OMol25; level of theory: wB97M-V/def2-TZVPD.

ΔE to the lowest compared entry with this formula, charge and spin = 63.2 kcal/mol
Charge = -1
LUMO energy = -0.7 eV
Gap between HOMO and LUMO = 2.14 eV
HOMO = -2.797 eV

```
127
Properties=species:S:1:pos:R:3:forces:R:3:mulliken_charge:R:1
Cs 0.6169 -0.9672 -0.0626 0.1 0.9 4.1 1.200
C -0.9270 1.5316 2.8527 -0.2 -0.2 0.2 0.009
N -1.7718 1.7293 1.6945 0.3 -0.3 -0.1 0.294
C -2.9825 0.9452 1.6940 -0.1 0.4 -0.1 0.269
C -2.8380 -0.5021 2.0256 -0.2 -0.1 0.2 -0.822
N -2.0044 -1.3559 1.5057 0.1 0.5 -0.4 0.735
C -2.2553 -2.5600 2.1100 -0.6 -0.1 0.6 0.445
C -1.6810 -3.8085 1.9136 -0.1 0.1 0.0 -0.693
C -2.1536 -4.8585 2.6736 0.1 -0.2 -0.1 -0.709
C -3.1674 -4.6874 3.6159 -0.2 0.0 0.1 -0.508
C -3.7626 -3.4566 3.8181 -0.1 0.0 0.1 -1.047
C -3.2980 -2.4022 3.0542 0.3 -0.4 -0.3 0.271
N -3.6512 -1.0801 2.9709 0.0 0.1 0.0 0.105
C 0.4154 2.1182 2.6144 0.2 0.2 0.1 -0.365
N 0.8780 2.4722 1.4515 -0.6 -0.4 -0.4 0.065
C 2.1327 2.9772 1.6773 0.3 0.0 0.7 0.272
C 3.0590 3.5149 0.7923 -0.1 0.0 0.0 -0.188
C 4.2396 3.9929 1.3218 0.2 0.1 -0.1 -0.721
C 4.5064 3.9384 2.6910 0.1 0.0 0.1 -0.382
C 3.6038 3.3933 3.5848 0.1 0.0 0.2 -1.119
C 2.4168 2.9100 3.0631 0.1 0.2 -0.6 0.131
N 1.2934 2.3648 3.6336 -0.1 0.0 0.1 0.107
H -0.7845 0.4708 3.1254 0.0 0.1 0.0 0.005
H -1.3876 2.0232 3.7207 0.1 0.0 0.0 0.237
H -1.2343 1.5423 0.8530 -0.2 0.3 -0.2 -0.255
H -3.4079 1.0477 0.6816 0.0 -0.1 0.2 -0.531
H -3.6821 1.3895 2.4141 -0.1 -0.1 -0.1 0.327
H -0.8894 -3.9434 1.1944 0.1 0.0 -0.1 0.385
H -1.7200 -5.8402 2.5520 0.1 -0.1 0.0 0.425
H -3.4942 -5.5342 4.2028 0.0 -0.1 0.0 0.365
H -4.5470 -3.3176 4.5473 -0.1 0.0 0.1 0.408
H -4.3441 -0.6050 3.5232 0.1 0.0 -0.1 0.237
H 2.8439 3.5551 -0.2644 0.0 0.0 -0.1 0.434
H 4.9843 4.4186 0.6648 0.1 0.0 -0.1 0.405
H 5.4416 4.3361 3.0598 0.1 0.0 0.0 0.364
H 3.8163 3.3416 4.6428 0.0 0.0 0.1 0.398
H 1.2041 2.0359 4.5816 0.0 -0.1 -0.1 0.299
F -6.1054 -2.3251 -2.9449 0.4 -0.2 -0.2 -0.413
C -4.8842 -2.7208 -3.4575 -0.4 0.3 0.3 0.234
C -3.7497 -2.1905 -2.8986 0.6 -0.3 -0.3 -0.500
C -2.4777 -2.6171 -3.3284 -1.6 -0.1 -0.3 0.020
C -1.2944 -2.0729 -2.6780 0.5 0.8 0.8 0.831
O -1.3699 -1.2581 -1.7463 -0.8 -1.3 -1.7 0.071
C -0.0591 -2.6249 -3.1971 0.4 0.3 0.2 0.016
C -0.0476 -3.5414 -4.1791 -0.4 0.1 0.1 -0.521
N -1.1820 -4.0460 -4.7713 0.4 0.2 0.2 0.340
C -1.0520 -5.0793 -5.7457 0.0 -0.2 -0.5 -0.274
C -1.6296 -6.4374 -5.4555 -0.1 -0.1 0.0 -0.382
C -0.1456 -6.2342 -5.4347 0.1 0.1 0.0 -0.962
C -2.4063 -3.5605 -4.3780 -0.1 0.1 0.4 -0.480
C -3.5756 -4.0083 -4.9834 -1.0 0.3 0.3 -0.860
C -4.8473 -3.6288 -4.5078 1.1 -0.4 -0.5 -0.261
N -5.9582 -4.2716 -5.1370 0.2 0.1 0.2 0.142
C -5.9877 -5.7044 -5.0111 0.0 -0.2 0.2 -0.639
C -6.6900 -6.1400 -3.7118 0.9 -0.2 -0.4 -0.765
N -8.0868 -5.6238 -3.7442 -0.3 -0.2 0.1 -0.052
C -8.0999 -4.1360 -3.8681 0.2 0.9 -0.3 -0.701
C -7.2732 -3.7062 -5.0997 -0.3 0.2 0.2 -0.945
C 1.2938 -2.2345 -2.6186 0.2 -0.2 -0.8 -0.584
O 2.1206 -3.1417 -2.5063 0.3 -0.4 0.0 -0.818
O 1.4334 -1.0326 -2.2935 0.4 -0.2 -2.4 -0.717
H -3.8066 -1.4532 -2.1115 0.0 0.2 0.1 0.709
H 0.8932 -3.9382 -4.5287 0.0 -0.1 0.0 0.660
H -1.1008 -4.7260 -6.7742 0.1 -0.1 0.1 0.371
H -2.0720 -6.9981 -6.2675 0.0 0.1 -0.1 0.248
H -2.1349 -6.5696 -4.5102 0.1 0.1 0.1 0.219
H 0.4640 -6.6463 -6.2256 -0.1 0.0 -0.1 0.273
H 0.3501 -6.2231 -4.4754 -0.1 0.0 0.1 0.349
H -3.5315 -4.6558 -5.8427 0.0 -0.1 -0.1 1.043
H -4.9627 -6.0715 -4.9929 -0.2 -0.2 0.0 0.261
H -6.4954 -6.1388 -5.8829 0.0 -0.1 0.1 0.358
H -6.1713 -5.6811 -2.8684 -0.2 0.0 0.1 0.392
H -6.6973 -7.2261 -3.5993 -0.2 0.1 0.0 0.415
H -8.6045 -5.9124 -2.9062 0.1 0.0 -0.3 0.355
H -8.5543 -6.0273 -4.5645 0.0 0.0 0.2 0.376
H -7.6467 -3.7184 -2.9703 -0.1 -0.2 0.0 0.493
H -9.1308 -3.7887 -3.9516 0.0 -0.2 0.0 0.345
H -7.1985 -2.6193 -5.0962 -0.1 -0.1 0.0 0.478
H -7.7976 -4.0070 -6.0191 -0.1 0.0 0.1 0.397
C -2.8551 4.8626 -0.0252 -0.1 -0.5 -0.4 -0.989
Si -3.9756 3.6704 -1.0245 -0.6 0.6 0.1 0.550
C -4.9156 4.7841 -2.2921 0.4 -0.3 0.3 -1.280
C -5.3756 3.2487 0.2452 0.4 -0.2 -0.4 -1.350
As -3.0881 1.7487 -1.9618 -0.1 0.1 0.2 0.012
Si -1.2098 2.6600 -2.9513 0.3 0.7 -0.4 -0.156
C -0.4927 1.4188 -4.2104 -0.2 0.1 0.4 -0.253
C 0.2081 3.2071 -1.7927 -0.5 -0.3 -0.4 -0.895
C -1.5611 4.2500 -3.9882 -0.1 -0.5 0.3 -1.196
H -3.4209 5.6385 0.4852 -0.3 0.1 0.0 0.402
H -2.1402 5.3518 -0.6788 0.2 0.1 -0.2 0.312
H -2.2940 4.3045 0.7196 0.1 -0.2 0.1 0.092
H -5.3836 5.6517 -1.8355 -0.1 0.2 0.3 0.348
H -5.6917 4.2126 -2.7948 -0.1 -0.2 -0.1 0.305
H -4.2352 5.1410 -3.0568 0.2 0.1 -0.2 0.294
H -6.1715 3.9881 0.2357 -0.1 0.3 -0.1 0.445
H -4.9770 3.2118 1.2535 0.1 0.0 0.3 0.293
H -5.8248 2.2812 0.0313 -0.1 -0.2 -0.1 0.316
H -0.1974 0.5155 -3.6914 0.2 -0.3 0.2 -0.383
H 0.3890 1.8030 -4.7169 0.2 0.2 -0.1 0.367
H -1.2202 1.1350 -4.9671 -0.2 0.1 -0.1 0.259
H 0.5572 2.3799 -1.1835 0.1 -0.1 0.1 0.103
H -0.1082 3.9991 -1.1198 -0.2 0.1 0.1 0.300
H 1.0592 3.5716 -2.3647 0.2 0.1 -0.2 0.512
H -2.3954 4.0923 -4.6658 -0.2 -0.1 -0.1 0.284
H -0.7023 4.5493 -4.5834 0.3 0.0 -0.1 0.358
H -1.8197 5.0747 -3.3310 -0.1 0.2 0.1 0.284
F 5.3589 -5.2253 4.4135 -0.3 0.2 0.0 -0.330
C 4.3563 -4.3145 4.4772 -0.1 0.1 0.0 0.545
C 4.4086 -3.2582 5.3839 0.2 -0.3 -0.1 0.144
F 5.4716 -3.1567 6.2136 -0.2 0.0 -0.2 -0.319
C 3.3928 -2.3273 5.4376 -0.4 0.1 -0.2 0.175
F 3.4995 -1.3310 6.3445 0.1 -0.3 -0.3 -0.340
C 2.2631 -2.3676 4.5830 0.9 -0.8 0.0 0.313
S 1.0588 -1.1886 4.6080 -0.9 0.8 0.0 -0.477
C 2.2334 -3.4807 3.7086 -0.1 0.4 0.2 -0.108
F 1.1761 -3.6447 2.8770 0.4 0.0 0.2 -0.098
C 3.2443 -4.4163 3.6455 0.3 -0.2 0.0 -0.085
F 3.1602 -5.4468 2.7745 0.1 0.2 0.2 -0.324
C 4.7046 2.4286 -2.9537 -0.3 -0.3 0.1 -1.228
Te 3.1461 0.8875 -2.7876 0.9 0.7 -0.1 0.512
C 4.3698 -0.3092 -1.5055 -0.1 0.0 0.0 -0.998
H 5.6496 1.9989 -3.2656 0.1 -0.2 -0.1 0.367
H 4.8549 2.9304 -2.0054 -0.1 0.1 0.2 0.271
H 4.4071 3.1643 -3.6944 -0.2 0.1 -0.1 0.352
H 4.2800 0.0046 -0.4696 0.0 0.1 0.1 0.322
H 5.4075 -0.2521 -1.8174 0.1 0.1 -0.1 0.376
H 4.0136 -1.3258 -1.6061 -0.1 -0.2 0.0 0.222
```
Positions in Å, forces in eV/Å.



Entry 2:
C47H57GaNO4P2Si2 as an isolated structure in a non-equilibrium geometry. Source: OMol25; level of theory: wB97M-V/def2-TZVPD.

ΔE to the lowest compared entry with this formula, charge and spin = 9.0 kcal/mol
Charge = +1
LUMO energy = -3.7 eV
Gap between HOMO and LUMO = 6.29 eV
HOMO = -9.987 eV

```
114
Properties=species:S:1:pos:R:3:forces:R:3:mulliken_charge:R:1
Ga -1.1735 0.9756 -0.3114 -1.0 -0.3 -1.4 -2.582
O 0.1839 -0.3476 -0.4661 1.1 -0.1 -0.3 1.349
P 1.5458 -0.6958 -1.0912 0.8 0.8 0.4 0.071
C 1.6283 -2.4702 -1.4578 -1.5 0.6 -1.5 -0.735
P 1.4404 -3.8512 -0.2461 -2.4 0.7 1.2 1.283
O 0.1989 -3.7070 0.6250 1.5 -0.3 -1.7 -0.776
C 1.5393 -5.3433 -1.2808 1.5 2.1 -0.4 0.802
C 0.5256 -6.2449 -1.2602 -1.4 -1.1 0.4 -0.343
C 0.5948 -7.3343 -2.1254 -0.8 -0.7 0.4 -0.540
C 1.7403 -7.5921 -2.8710 -1.1 -0.7 -0.3 -0.509
C 2.7527 -6.6629 -2.9026 0.7 1.2 0.2 -0.774
C 2.6425 -5.4681 -2.1518 0.1 -1.0 0.0 -0.370
C 2.8620 -3.8312 0.7613 2.6 0.3 1.5 0.408
C 4.2002 -3.7032 0.3045 -0.1 -0.5 0.6 0.236
C 5.2391 -4.0441 1.2244 -0.1 0.6 -2.5 -0.942
C 4.9732 -4.3282 2.5282 0.3 0.2 0.8 -0.434
C 3.6619 -4.3427 2.9959 1.0 0.2 1.2 -0.671
C 2.6288 -4.0738 2.1700 -1.2 0.3 -2.8 -0.510
C 1.9272 0.2744 -2.5995 -0.1 -4.7 -0.8 0.718
C 2.2256 -0.4316 -3.8193 -0.4 0.3 1.4 -0.780
C 2.2961 0.3230 -4.9436 0.0 -0.1 -3.1 -0.543
C 2.0972 1.7251 -4.9541 0.3 -0.3 1.7 -0.701
C 1.9666 2.3742 -3.7249 -0.1 -0.2 0.4 -0.873
C 1.8497 1.6021 -2.5582 0.3 1.9 0.4 -0.010
C 2.9336 -0.1699 -0.0371 -0.1 -0.5 1.2 0.795
C 4.2802 -0.0497 -0.4247 -0.9 -0.2 -1.3 -0.826
C 5.2758 0.3338 0.4458 0.2 -0.6 0.8 -0.611
C 4.9513 0.7282 1.7598 -0.3 0.4 -0.8 -0.749
C 3.6109 0.6581 2.1219 0.1 -0.2 1.8 -0.636
C 2.6505 0.0651 1.3085 -0.7 1.0 0.0 -0.697
H 2.5047 -2.5358 -2.1361 -0.5 -0.4 0.4 0.430
H 0.6491 -2.5650 -2.0676 1.5 -0.1 0.4 0.205
H -0.3087 -6.1566 -0.5267 0.6 0.2 -0.8 0.376
H -0.2869 -7.9991 -2.1658 0.8 0.2 0.0 0.364
H 1.7830 -8.5301 -3.4541 0.1 0.8 0.3 0.374
H 3.6120 -6.8705 -3.5386 -0.1 0.3 0.2 0.394
H 3.4459 -4.6988 -2.1572 -0.7 -0.8 -0.1 0.058
H 4.5049 -3.3481 -0.7257 -0.6 -0.7 1.2 0.195
H 6.2391 -4.1210 0.7763 -0.2 0.4 0.6 0.370
H 5.7844 -4.3910 3.2580 -0.2 -0.5 -0.4 0.379
H 3.5578 -4.5050 4.0616 -0.4 0.0 0.0 0.401
H 1.5683 -3.9916 2.4006 0.3 -0.4 0.6 0.545
H 2.3918 -1.5221 -3.8761 -0.3 0.8 0.1 0.313
H 2.4583 -0.2128 -5.9428 -0.2 0.9 1.5 0.290
H 2.1017 2.2887 -5.8571 0.1 0.2 -0.6 0.503
H 1.9143 3.4485 -3.5287 0.0 -0.2 -0.8 0.517
H 1.7548 2.0355 -1.5659 -0.2 0.5 -0.4 0.274
H 4.5182 -0.2403 -1.4817 0.1 0.0 0.5 0.420
H 6.2950 0.1503 0.1213 0.0 0.7 0.1 0.430
H 5.6820 1.1783 2.4453 -0.2 -0.5 -0.4 0.429
H 3.3180 0.9624 3.1620 0.3 -0.3 -1.1 0.439
H 1.6327 -0.0438 1.7154 0.5 -0.1 -0.4 0.611
C -0.2649 4.0714 7.5263 1.5 -0.5 -1.5 -1.526
C -0.4610 3.7715 6.0715 0.9 0.2 -1.5 0.495
C 0.4464 4.2453 5.0807 -0.7 -1.3 -1.2 -0.990
C 0.3882 3.7463 3.7386 -0.7 -0.3 1.4 0.836
C 1.4400 4.2033 2.7819 0.8 1.0 -0.3 -1.369
C -0.6237 2.7717 3.3573 0.9 0.2 1.3 0.268
C -0.5716 2.2802 2.0308 -0.2 -0.6 -0.6 0.498
O -1.2012 1.2773 1.5326 0.9 1.9 1.7 -0.578
C -1.5231 2.3305 4.3749 -1.3 0.9 -0.7 0.975
C -2.7843 1.5225 4.0832 1.0 -0.3 0.3 -1.523
C -1.4531 2.9134 5.6246 -0.4 -0.2 0.4 -0.830
H 0.2021 3.1555 7.9280 0.2 0.5 0.1 0.310
H -1.1279 4.2240 8.1004 -1.4 0.4 0.5 0.423
H 0.4060 4.9227 7.5379 0.2 0.0 0.7 0.371
H 1.2213 4.9649 5.3166 0.0 -0.1 0.1 0.328
H 2.0695 4.9483 3.3217 -0.2 -0.6 -0.6 0.396
H 1.0178 4.7364 1.9145 0.0 -0.1 0.3 0.207
H 2.0859 3.4082 2.3526 -0.3 0.3 0.5 0.269
H 0.1177 2.8498 1.3779 -0.4 -0.4 0.0 0.199
H -3.5486 2.1590 3.6290 0.1 -0.1 0.0 0.377
H -3.1380 1.1558 5.0497 -0.2 -0.1 -0.3 0.447
H -2.5754 0.6762 3.4231 -0.2 0.2 0.1 0.168
H -2.2581 2.7598 6.3280 -0.1 -0.6 0.1 0.412
C -1.2885 3.9292 -3.8224 1.4 0.5 -0.3 -1.303
Si -1.3684 3.8566 -1.9345 -0.8 -1.3 0.7 1.016
C -0.4900 5.3453 -1.2289 -0.4 0.6 -0.2 -1.342
C -3.2211 3.7593 -1.5016 -0.4 -0.5 1.2 -0.662
O -0.6811 2.4339 -1.2650 -0.3 1.2 -0.2 0.760
H -0.8182 4.9250 -4.0832 -1.0 -0.7 0.1 0.405
H -2.2578 3.7850 -4.3249 0.4 0.2 0.2 0.433
H -0.5435 3.2449 -4.2779 -0.6 0.0 0.4 0.250
H -0.6350 6.2326 -1.8869 -0.1 -0.5 0.5 0.413
H 0.5642 5.1522 -1.2469 0.9 -0.1 0.0 0.362
H -0.7381 5.6140 -0.1891 -0.1 -0.1 -0.4 0.296
H -3.9319 4.5032 -1.8855 0.4 -0.2 -0.6 0.560
H -3.4991 3.7895 -0.4079 0.8 -0.1 -0.7 0.271
H -3.5054 2.7193 -1.8075 -0.1 0.9 -0.1 -0.368
C -2.8017 -2.3934 -2.2402 0.6 -0.2 0.0 -1.222
Si -3.0593 -0.5253 -2.3100 -2.7 -0.9 0.7 0.726
C -4.9043 -0.2096 -2.7711 0.3 -0.2 1.5 -1.405
C -2.1191 0.0966 -3.7550 -0.3 0.5 -0.8 -0.754
N -2.7914 0.1372 -0.7030 1.4 0.8 -1.2 2.245
C -3.8769 0.0057 0.1600 -2.0 0.0 1.7 0.052
C -4.9772 0.9503 0.2064 0.6 -1.5 0.5 -0.276
C -6.1363 0.6183 0.9465 0.5 0.3 -0.5 -0.691
C -6.3045 -0.6432 1.5399 0.9 0.6 -0.9 -0.762
C -5.2277 -1.5196 1.5359 0.1 0.8 0.3 -0.709
C -3.9946 -1.1533 0.9850 -0.6 -0.2 -1.0 -0.471
H -2.1216 -2.6771 -3.0459 0.1 -0.1 -0.2 0.405
H -3.6554 -3.0617 -2.3467 -0.3 0.3 0.1 0.437
H -2.2831 -2.6757 -1.3201 -0.1 0.0 0.1 0.119
H -5.6921 -0.2878 -1.9886 0.8 -0.2 -0.3 0.342
H -5.1383 -0.9455 -3.5040 -0.3 -0.6 -0.9 0.484
H -5.0560 0.7595 -3.1904 0.0 0.9 -0.6 0.372
H -2.6778 -0.2125 -4.6818 0.4 0.1 0.9 0.460
H -1.1407 -0.3717 -3.8048 0.4 0.4 -0.1 0.198
H -2.1288 1.1970 -3.7650 0.5 -0.3 -0.1 -0.100
H -4.9736 1.8550 -0.4206 0.2 -0.5 0.5 0.282
H -6.9055 1.3901 1.0046 -0.1 -0.4 -0.1 0.407
H -7.2483 -1.0064 1.8784 -0.5 0.2 0.5 0.445
H -5.3707 -2.4738 2.0218 0.3 -0.2 -0.1 0.428
H -3.2343 -1.9372 1.0130 0.2 0.6 -0.2 0.362
```
Positions in Å, forces in eV/Å.



- Look up the HOMO of the first one.
  -2.797 eV